*w*
Computed, not measured: a cluster of 2 separate species, C3H11NOS in total, with the ωB97M-V functional and the def2-TZVPD basis.

Output
frontier orbital gap (alpha / beta)	7.95 / 3.03	eV
2S+1	2
LUMO energy (alpha / beta)	-3.8 / -8.7	eV
net charge	+1

Cartesian coordinates (Å):
C -3.48 -0.13 -0.23
S -3.58 1.24 -1.34
C -1.82 1.31 -1.79
H -3.11 -0.97 -0.83
H -2.88 0.26 0.70
H -4.42 -0.45 0.23
H -1.21 0.51 -1.35
H -1.33 2.25 -1.67
H -1.75 0.95 -2.87
N 2.50 -1.72 0.83
C 3.13 -0.42 0.88
O 3.47 0.04 2.18
H 1.49 -1.60 0.69
H 2.61 -2.10 1.78
H 2.49 0.34 0.43
H 4.01 -0.42 0.20
H 3.89 0.91 2.16

=====

*x*
Computed, not measured: a cluster of 3 separate species, C3H11NOS in total, with the ωB97M-V functional and the def2-TZVPD basis.

Output
frontier orbital gap (alpha / beta)	6.28 / 4.16	eV
2S+1	2
LUMO energy (alpha / beta)	-6.7 / -8.8	eV
net charge	+1

Cartesian coordinates (Å):
C 0.16 -1.18 1.23
C 0.10 -0.33 -0.05
C 1.34 0.40 -0.43
S 1.35 1.13 -2.05
N -1.22 -1.82 1.19
H 0.15 -0.49 2.11
H 1.00 -1.90 1.36
H -0.09 -1.08 -0.84
H -0.73 0.37 -0.04
H 2.25 -0.18 -0.38
H 1.44 1.27 0.25
H -0.34 0.16 -2.14
H -1.59 -2.04 2.10
H -1.30 -2.62 0.58
H -1.07 3.48 -0.89
H -0.29 2.27 -1.11
O -1.16 2.54 -0.89

=====

From most stable to least stable, the computed energies give *w*, *x*.

=====

*w*
Computed, not measured: an isolated molecule of C9H10ClNO2, with the ωB97M-V functional and the def2-TZVPD basis.

Output
frontier orbital gap	10.01	eV
LUMO energy	0.7	eV
structure (SMILES)	COC(=O)[C@@](N)(Cl)c1ccccc1
net charge	0

Cartesian coordinates (Å):
C 2.29 -2.87 -1.23
O 1.32 -1.89 -1.34
C 0.68 -1.38 -0.21
O 0.96 -1.69 0.91
C -0.42 -0.36 -0.71
N 0.06 0.18 -1.88
Cl -1.58 -1.90 -1.04
C -0.94 0.60 0.23
C -1.88 0.29 1.21
C -2.26 1.23 2.20
C -1.81 2.54 1.95
C -0.99 2.85 0.89
C -0.45 1.91 0.08
H 2.63 -2.81 -0.18
H 2.95 -2.80 -2.00
H 1.82 -3.78 -1.51
H 0.74 -0.42 -2.43
H -0.43 0.90 -2.39
H -2.46 -0.69 1.23
H -2.97 1.02 2.92
H -2.14 3.35 2.60
H -0.69 3.77 0.68
H 0.38 2.23 -0.63

=====

*x*
Computed, not measured: an isolated molecule of C9H10ClNO2, with the ωB97M-V functional and the def2-TZVPD basis.

Output
frontier orbital gap	9.71	eV
LUMO energy	0.4	eV
structure (SMILES)	O=C([C@H]1CC[C@H]1C#[N+][O-])C1(Cl)CC1
net charge	0

Cartesian coordinates (Å):
O -0.29 1.89 0.32
C 0.37 0.93 0.03
C -0.23 -0.49 -0.20
C -0.17 -1.14 1.14
C -1.67 -0.96 1.33
C -1.82 -0.73 -0.21
C -2.88 0.09 -0.61
N -3.69 0.84 -0.23
O -4.65 1.57 -0.16
C 1.82 1.14 -0.23
Cl 2.29 2.60 0.51
C 2.40 0.85 -1.57
C 2.78 -0.01 -0.33
H 0.21 -0.98 -1.07
H 0.24 -2.24 1.05
H 0.50 -0.69 1.94
H -2.00 -0.09 1.87
H -2.29 -1.69 1.84
H -1.95 -1.68 -0.85
H 3.08 1.53 -2.05
H 1.82 0.26 -2.30
H 2.40 -1.03 -0.49
H 3.73 0.03 0.26

=====

From most stable to least stable, the computed energies give *w*, *x*.

=====

*w*
Computed, not measured: a cluster of 3 separate species, C10H11N3O2 in total, with the ωB97M-V functional and the def2-TZVPD basis.

Output
frontier orbital gap	9.51	eV
LUMO energy	-0.2	eV
structure (SMILES)	O=[N+]([O-])c1ccccc1.CC#N.CC#N
net charge	0

Cartesian coordinates (Å):
O -1.78 6.74 -0.06
N -2.05 5.63 -0.42
O -3.16 5.28 -0.79
C -0.99 4.62 -0.52
C -1.28 3.25 -0.83
C -0.23 2.34 -0.85
C 1.11 2.82 -0.75
C 1.36 4.13 -0.55
C 0.37 5.04 -0.38
H -2.31 2.93 -0.78
H -0.35 1.29 -1.06
H 1.91 2.10 -0.87
H 2.36 4.53 -0.51
H 0.55 6.09 -0.20
C 2.01 -7.28 0.41
C 2.15 -5.83 0.55
N 2.31 -4.68 0.70
H 0.98 -7.52 0.15
H 2.21 -7.65 1.42
H 2.70 -7.71 -0.31
C -1.19 -3.09 1.21
C -1.64 -1.91 0.44
N -1.96 -1.01 -0.14
H -1.68 -4.02 0.91
H -1.28 -2.88 2.28
H -0.14 -3.23 0.94

=====

*x*
Computed, not measured: an isolated molecule of C10H11N3O2, with the ωB97M-V functional and the def2-TZVPD basis.

Output
frontier orbital gap	9.37	eV
LUMO energy	0.6	eV
structure (SMILES)	C[C@H](Cn1nnc2ccccc21)C(=O)O
net charge	0

Cartesian coordinates (Å):
C 3.05 0.37 -1.35
C 2.48 -0.71 -0.48
C 0.96 -0.82 -0.58
N -0.06 0.11 -0.48
N 0.30 1.37 -0.31
N -0.60 2.13 -0.23
C -1.79 1.13 0.15
C -3.05 1.27 0.44
C -3.97 0.30 0.69
C -3.42 -0.99 0.31
C -2.08 -1.16 0.15
C -1.25 -0.32 -0.18
C 2.52 0.07 1.07
O 3.35 0.81 1.47
O 1.62 -0.23 1.77
H 4.14 0.70 -1.17
H 2.51 1.32 -1.58
H 3.11 -0.21 -2.40
H 3.12 -1.48 -0.27
H 0.77 -1.68 -0.18
H 1.04 -1.34 -1.65
H -3.50 2.43 0.40
H -5.05 0.57 0.97
H -4.10 -1.69 0.64
H -1.80 -2.20 0.19
H 1.70 0.24 2.64

=====

From most stable to least stable, the computed energies give *w*, *x*.